Entry 1:
{"formula": "C8H12", "method": "ωB97M-V/def2-TZVPD", "total_charge": 0, "e_homo_ha": -0.3232, "lumo_energy_ha": 0.04295, "relative_energy_kcal_mol": 147.7, "symbols": ["H", "H", "C", "H", "H", "H", "C", "H", "H", "C", "H", "H", "C", "C", "H", "H", "C", "H", "C", "C"], "positions_angstrom": [[-1.384, -2.024, -0.473], [2.845, -1.143, 0.118], [-1.085, -1.045, -0.227], [2.854, 1.295, -0.497], [-2.685, 0.495, -1.047], [1.773, -0.871, -1.394], [-1.561, 0.227, -0.949], [2.552, 0.607, 1.286], [-1.353, 0.519, -1.996], [1.938, -0.685, -0.244], [0.390, 0.924, -0.981], [-1.047, -0.274, 2.096], [2.170, 0.721, 0.293], [-1.652, -0.270, 1.053], [-2.769, -0.150, 1.277], [-1.331, 2.043, 0.239], [-1.128, 1.072, 0.229], [0.592, -1.303, 1.025], [0.449, 0.631, 0.070], [0.433, -0.768, 0.122]]}

***

Entry 2:
{"formula": "C8H12BrN6", "method": "ωB97M-V/def2-TZVPD", "total_charge": 1, "e_homo_ha": -0.4213, "lumo_energy_ha": -0.11989, "relative_energy_kcal_mol": 118.2, "symbols": ["Br", "H", "H", "C", "N", "N", "N", "H", "N", "H", "H", "C", "N", "H", "C", "H", "H", "C", "H", "N", "C", "C", "H", "H", "H", "C", "C"], "positions_angstrom": [[-2.437, 1.670, 1.017], [-0.546, 1.739, -0.583], [0.192, 4.582, -0.662], [-0.832, -3.296, 0.543], [-2.685, -2.197, -0.389], [0.301, 2.379, -0.909], [-1.419, -2.176, -0.084], [2.371, 1.988, -1.112], [2.610, -0.262, -0.114], [1.280, -2.439, 1.634], [3.517, 0.001, -0.476], [-3.108, -0.949, -0.180], [0.514, -0.731, 0.395], [-1.263, -4.239, 0.191], [-2.004, -0.068, 0.165], [-0.978, -3.055, 1.610], [1.570, 3.768, -0.346], [1.479, -1.753, 0.878], [0.327, -3.423, 0.438], [2.686, -1.440, 0.585], [1.513, 1.623, -0.814], [1.408, 0.188, -0.341], [0.048, 3.505, 0.776], [-4.100, -0.712, -0.342], [-0.036, 2.574, -1.913], [0.522, 3.692, -0.195], [-0.930, -0.969, 0.229]]}

***

Entry 3:
{"formula": "C8H12CeO5", "method": "ωB97M-V/def2-TZVPD", "total_charge": 4, "e_homo_ha": [-0.7870, -0.7942], "lumo_energy_ha": [-0.65897, -0.56869], "multiplicity": 3, "symbols": ["H", "C", "C", "H", "Ce", "C", "H", "H", "H", "C", "O", "O", "O", "C", "C", "O", "C", "H", "H", "H", "H", "H", "H", "H", "O", "C"], "positions_angstrom": [[-2.231, -2.031, 0.598], [-0.383, 0.804, -0.620], [-0.663, -2.313, -1.987], [-1.304, 0.517, -1.126], [-0.352, -3.920, 2.458], [0.152, 2.015, -0.676], [-1.404, 2.850, -1.902], [3.718, 5.932, -3.260], [0.574, 2.339, -3.403], [0.101, -1.512, -0.095], [0.419, -0.262, -0.214], [-1.389, -2.480, 0.444], [3.432, 5.165, -2.728], [2.334, 4.670, -3.070], [-1.621, -3.243, -1.478], [1.786, 3.726, -2.499], [0.408, 3.271, -2.856], [-1.375, -4.298, -1.629], [1.027, 2.232, -0.059], [0.170, -2.688, -2.585], [-2.667, -2.982, -1.660], [-1.162, -1.403, -2.346], [-0.026, 4.035, -3.507], [-0.425, 4.045, -1.044], [0.858, -2.184, 0.625], [-0.379, 3.086, -1.580]]}

***

Entry 4:
{"formula": "C8H12Cl12F18NO4P2S2V", "method": "ωB97M-V/def2-TZVPD", "total_charge": -1, "e_homo_ha": [-0.2708, -0.3117], "lumo_energy_ha": [0.07105, 0.07058], "multiplicity": 4, "symbols": ["P", "Cl", "C", "F", "H", "F", "H", "F", "C", "C", "Cl", "F", "H", "H", "O", "H", "O", "Cl", "F", "F", "S", "S", "F", "N", "F", "F", "H", "O", "F", "C", "Cl", "H", "F", "Cl", "Cl", "H", "F", "C", "P", "C", "Cl", "C", "F", "Cl", "F", "F", "F", "Cl", "C", "F", "Cl", "H", "F", "H", "V", "Cl", "H", "O", "Cl", "H"], "positions_angstrom": [[-0.960, -0.882, -0.732], [-2.640, -1.109, 3.271], [-4.630, -0.507, -3.067], [0.203, -0.953, 4.653], [-2.622, -2.785, 1.584], [-0.467, 0.419, 0.047], [-4.210, 0.694, 1.537], [2.194, -1.631, 4.530], [1.203, 3.474, 1.192], [-1.545, 3.350, -2.599], [-2.496, -2.618, -4.897], [1.863, 0.633, 4.763], [-2.813, -3.431, 3.273], [-1.243, 2.868, -1.669], [3.583, 3.450, -0.142], [-2.627, 3.476, -2.631], [3.552, -0.803, -0.587], [-0.224, -1.815, -6.408], [0.921, -1.612, 2.634], [-2.382, -0.739, 0.072], [2.308, 2.705, -0.194], [3.936, 0.635, -0.487], [6.533, 0.631, 0.285], [2.488, 1.235, 0.298], [1.217, 4.803, 1.044], [-0.288, -1.830, 0.431], [-5.073, -1.107, -3.861], [4.376, 1.244, -1.759], [5.226, 1.966, 1.477], [-3.810, 1.706, 1.476], [-0.805, 4.961, -2.667], [-1.115, -0.761, -4.495], [-0.023, 3.011, 1.005], [4.886, -3.294, 1.954], [2.330, -3.171, 0.700], [-0.379, -2.360, -4.074], [0.505, -1.007, -1.336], [-0.939, -1.788, -4.814], [1.434, -0.494, 3.652], [3.569, -4.286, 1.264], [-5.369, -0.692, -1.535], [5.350, 0.764, 0.905], [0.541, 0.544, 2.722], [-4.715, 2.793, 2.553], [-1.474, -2.219, -1.532], [2.729, -0.220, 2.705], [1.708, 3.142, 2.386], [-3.687, 2.301, -0.210], [-3.150, -2.704, 2.534], [-1.359, 0.001, -2.023], [-4.693, 1.203, -3.569], [3.152, -4.955, 2.016], [5.239, -0.235, 1.848], [3.975, -4.762, 0.371], [1.410, -0.518, 0.645], [-4.866, -2.754, 2.058], [-3.573, -0.774, -3.047], [1.501, 2.775, -1.407], [-0.980, 2.356, -3.959], [-2.774, 1.683, 1.813]]}

***

Entry 5:
{"formula": "C8H12Cl2FeGaN2O4", "method": "ωB97M-V/def2-TZVPD", "total_charge": 4, "e_homo_ha": [-0.8261, -0.7908], "lumo_energy_ha": [-0.61901, -0.66113], "multiplicity": 6, "relative_energy_kcal_mol": 0.0, "symbols": ["H", "N", "C", "C", "H", "C", "H", "H", "Ga", "O", "O", "H", "H", "H", "O", "Fe", "N", "H", "O", "H", "H", "C", "C", "H", "Cl", "C", "C", "H", "C", "Cl"], "positions_angstrom": [[0.788, 0.130, 3.657], [0.782, -0.446, 1.595], [0.717, -1.825, -6.103], [1.720, -0.583, 0.487], [2.356, 0.082, 2.854], [-0.503, -0.096, 1.311], [-2.822, 1.124, 1.184], [-3.010, -0.608, 0.745], [-0.104, 0.006, -5.179], [-0.797, 0.329, 0.147], [0.793, 2.578, -6.624], [1.170, -0.706, -0.469], [-3.594, -0.019, 2.325], [2.379, 0.296, 0.435], [2.315, 3.490, -0.683], [0.201, 0.803, -1.465], [-1.531, -0.193, 2.172], [-1.200, 0.047, 4.234], [0.996, -2.907, -6.390], [2.348, -1.468, 0.653], [1.514, -1.436, 3.301], [1.871, 2.444, -0.841], [1.382, -0.416, 2.914], [-0.905, -1.602, 3.622], [0.255, 2.152, -3.261], [-1.543, -0.719, 3.528], [-2.816, 0.095, 1.573], [-2.580, -0.975, 3.766], [0.414, 1.575, -6.149], [-0.596, -1.152, -3.339]]}

***

Entry 6:
{"formula": "C8H12Cl2N2O2", "method": "ωB97M-V/def2-TZVPD", "total_charge": 0, "e_homo_ha": [-0.3185, -0.3185], "lumo_energy_ha": [-0.09737, -0.09742], "relative_energy_kcal_mol": 39.0, "symbols": ["H", "N", "C", "N", "C", "C", "H", "C", "H", "C", "H", "C", "H", "Cl", "H", "H", "H", "C", "H", "C", "H", "Cl", "H", "O", "H", "O"], "positions_angstrom": [[0.402, -1.375, 1.996], [-2.155, 1.347, 0.644], [0.660, -0.333, 1.832], [-2.372, -0.831, -0.010], [-0.159, 0.224, -1.898], [1.053, -0.077, 0.372], [-1.049, -0.100, -2.431], [-0.091, -0.320, -0.539], [1.488, -0.073, 2.487], [1.585, 1.354, 0.240], [-0.138, 1.318, -1.872], [2.153, -1.093, -0.045], [2.518, -0.882, -1.048], [-3.649, -1.934, 0.336], [1.973, 1.562, -0.753], [2.388, 1.507, 0.956], [0.730, -0.072, -2.465], [-2.786, 0.565, -0.224], [2.979, -1.021, 0.656], [-1.121, -1.315, -0.114], [-0.203, 0.279, 2.090], [-2.337, 2.996, 0.347], [0.787, 2.057, 0.471], [-3.612, 0.794, -1.072], [1.753, -2.105, -0.024], [-0.795, -2.471, 0.068]]}